ORCA calculation (wB97M-V/def2-TZVPD) on a molecular structure, C46H78BaGeN6O3P3 in a non-equilibrium geometry.

For the calculated total energy, the calculation gives -5480.19313 Ha. As for the LUMO energy (alpha / beta): 0.0137 / 0.0115 Eh. As for the energy above the lowest of the compared OMol25 structures with the same formula, charge and spin: 1.872 eV.

The geometry in ORCA input format:
```
! RIJCOSX wB97M-V def2-TZVPD def2/J DEFGRID3
* xyz 0 2
Ba 0.13629 -1.01309 -0.53765
C -3.78630 1.83224 1.50652
C -4.25376 1.02177 0.29842
C -5.18629 1.83445 -0.59909
P -2.85293 0.14245 -0.53257
C -1.75444 1.48677 -1.38939
N -0.81673 2.17418 -0.49671
Ge 1.12397 1.73928 -0.18010
N 1.58284 2.77735 -1.92465
C 1.44922 2.18230 -3.22733
P 1.65867 0.32695 -3.22747
C 1.21329 -0.14836 -4.95470
C -0.30238 -0.17218 -5.10231
C 1.86101 0.69353 -6.05467
C 3.50215 0.15289 -3.18833
C 3.92593 -1.18665 -3.78526
C 4.05349 0.31302 -1.77865
C 2.38278 3.83050 -1.71551
C 3.23527 4.46420 -2.64295
C 3.88000 5.64201 -2.33346
C 3.70329 6.26042 -1.11066
C 2.89785 5.63406 -0.16203
C 2.32151 4.40799 -0.41609
N 1.42401 3.70931 0.52546
C 0.05721 4.25966 0.39970
C -0.13892 5.55490 0.83667
C -1.34755 6.20642 0.63982
C -2.34859 5.52593 -0.02294
C -2.17463 4.21717 -0.43198
C -0.98337 3.50766 -0.20580
C 1.85030 3.56161 1.94308
C 2.75304 4.37493 2.59189
C 2.99161 4.23674 3.95929
C 2.29088 3.27747 4.66417
C 1.42015 2.42191 4.02363
C 1.19959 2.50583 2.63601
N 0.45864 1.68020 1.88745
C -0.40760 0.72001 2.51893
P 0.20960 -1.07025 2.69303
C 1.83018 -1.06489 3.56717
C 2.14498 -2.50023 3.99007
C 2.93638 -0.55869 2.65339
C -1.00421 -1.71191 3.94603
C -0.74962 -1.29207 5.39425
C -2.41872 -1.29312 3.53365
C -3.68405 -0.68728 -1.98633
C -3.11814 -2.09624 -2.23368
C -3.74258 0.11532 -3.28473
H -4.63372 2.39006 1.90837
H -3.00307 2.54714 1.25782
H -3.40486 1.18921 2.29881
H -4.83276 0.16907 0.68174
H -4.67279 2.66791 -1.07629
H -5.99508 2.25944 -0.00119
H -5.64213 1.22965 -1.38270
H -2.44524 2.13230 -1.93309
H -1.16979 0.97552 -2.17914
H 2.12574 2.61355 -3.96724
H 0.42819 2.35333 -3.60674
H 1.56329 -1.18112 -5.04362
H -0.73943 0.81920 -4.95005
H -0.76729 -0.85615 -4.38774
H -0.58790 -0.49850 -6.10410
H 1.43026 1.69684 -6.08262
H 1.69705 0.24581 -7.03677
H 2.93806 0.80039 -5.91729
H 3.90659 0.96448 -3.80636
H 3.29017 -2.00702 -3.43521
H 4.95117 -1.42071 -3.49027
H 3.89138 -1.18865 -4.87462
H 3.62186 -0.42039 -1.09041
H 3.85484 1.30077 -1.36377
H 5.13414 0.15587 -1.79567
H 3.35498 4.04715 -3.63280
H 4.51056 6.10184 -3.08573
H 4.16246 7.21408 -0.89474
H 2.68779 6.15492 0.75642
H 0.68384 6.05300 1.32883
H -1.48932 7.22221 0.98157
H -3.29745 6.01150 -0.21758
H -3.00207 3.72750 -0.91955
H 3.31530 5.11105 2.04854
H 3.70794 4.88047 4.44880
H 2.44277 3.17095 5.73237
H 0.92505 1.64619 4.59220
H -1.29679 0.64794 1.86988
H -0.76292 1.04948 3.50230
H 1.77531 -0.42831 4.45638
H 2.23152 -3.15228 3.11334
H 1.40338 -2.93499 4.65687
H 3.10716 -2.53022 4.50561
H 3.00964 -1.17461 1.75277
H 3.89437 -0.63634 3.17177
H 2.79863 0.47834 2.34577
H -0.94314 -2.80339 3.87803
H -0.67690 -0.20585 5.48091
H 0.16456 -1.71571 5.80511
H -1.57683 -1.61137 6.03150
H -2.63344 -0.28144 3.88279
H -3.16424 -1.95413 3.98022
H -2.56433 -1.28175 2.44977
H -4.71359 -0.82297 -1.62974
H -2.03518 -2.14948 -2.45044
H -3.60294 -2.53796 -3.10819
H -3.30799 -2.74820 -1.38073
H -2.75175 0.27103 -3.71408
H -4.20209 1.09527 -3.15558
H -4.32677 -0.43174 -4.02726
C 4.23109 -3.75436 -0.52955
O 3.08053 -3.34785 0.22798
C 1.87321 -3.68326 -0.30374
C 1.53127 -5.11303 -0.56287
H 4.48814 -4.79250 -0.31280
H 5.04748 -3.10280 -0.22734
H 4.05282 -3.62579 -1.59845
H 2.30492 -5.58845 -1.18567
H 0.59615 -5.20472 -1.11069
H 1.46495 -5.68879 0.36040
O 0.27400 -2.92139 -1.93723
O 1.61209 -2.78750 -1.34471
C -2.94048 -6.14979 0.11536
C -2.93489 -5.22283 1.32441
C -4.29903 -5.23229 2.00635
C -1.86211 -5.66725 2.32524
N -2.73997 -3.83988 0.85318
N -1.45267 -3.50576 0.35005
H -3.15517 -7.17616 0.41586
H -1.96909 -6.15679 -0.38135
H -3.69111 -5.83476 -0.60841
H -4.56511 -6.23909 2.32713
H -5.06808 -4.87083 1.32516
H -4.29545 -4.59205 2.89090
H -2.08800 -6.65694 2.72358
H -1.80710 -4.97681 3.16946
H -0.87213 -5.73574 1.87044
H -2.94548 -3.19595 1.60501
H -1.33561 -3.85637 -0.59459
H -0.72466 -3.89687 0.94613
*
```

Results of the Mulliken charge analysis, in e, for atoms 1 through 99:
1 Ba 0.8628
2 C -0.4484
3 C 0.3160
4 C -1.5934
5 P 0.1757
6 C -1.5496
7 N 1.1064
8 Ge 0.7716
9 N 0.0089
10 C -1.3549
11 P 1.4441
12 C 0.0428
13 C -1.3005
14 C -1.8587
15 C 0.6914
16 C -1.5258
17 C -1.3334
18 C 1.0551
19 C -1.2793
20 C -0.7651
21 C -1.4040
22 C -1.1542
23 C 1.2492
24 N 0.9477
25 C 0.3558
26 C -0.3875
27 C -1.1224
28 C -0.9207
29 C 0.0106
30 C 0.3232
31 C 0.5146
32 C -0.0407
33 C -1.0865
34 C -1.0359
35 C -0.7056
36 C -0.0205
37 N 0.4419
38 C -0.7748
39 P 1.4732
40 C 0.5441
41 C -1.5084
42 C -1.1212
43 C 0.6946
44 C -1.6937
45 C -1.4629
46 C 0.8223
47 C -1.4955
48 C -1.9314
49 H 0.5722
50 H 0.0208
51 H -0.4029
52 H 0.5374
53 H 0.2471
54 H 0.5088
55 H 0.3554
56 H 1.0525
57 H -0.2731
58 H 0.4626
59 H 0.1000
60 H 0.6053
61 H 0.3085
62 H 0.0114
63 H 0.4871
64 H 0.3393
65 H 0.4964
66 H 0.3448
67 H 0.5949
68 H 0.0948
69 H 0.5038
70 H 0.2837
71 H -0.0625
72 H 0.1355
73 H 0.6613
74 H 0.3881
75 H 0.4005
76 H 0.4036
77 H 0.2119
78 H 0.4002
79 H 0.4360
80 H 0.4179
81 H -0.0741
82 H 0.4748
83 H 0.3993
84 H 0.4017
85 H 0.3923
86 H -1.3046
87 H 0.9738
88 H 0.4832
89 H 0.0542
90 H 0.3556
91 H 0.5197
92 H -0.1647
93 H 0.5795
94 H -0.1382
95 H 0.0839
96 H 0.2568
97 H 0.3749
98 H 0.4602
99 H 0.5447